(1)
Computed, not measured: a molecular structure, C5H11BrGa at a distorted geometry, with ωB97M-V/def2-TZVPD.

Each line ends with the Löwdin charge.
Element x y z (Å)
C (2.248, -0.952, 0.480)  -0.202
C (2.226, 0.360, 0.180)  -0.315
Ga (0.731, 1.405, -0.741)  0.247
C (-1.134, 1.160, 0.094)  -0.387
C (-1.575, -0.228, 0.540)  -0.838
C (-1.320, -1.324, -0.484)  -0.174
Br (-0.868, -0.722, 2.315)  0.581
H (1.867, -1.730, -0.179)  0.015
H (2.622, -1.290, 1.450)  0.023
H (3.097, 0.928, 0.523)  0.000
H (0.685, 1.150, -2.345)  -0.123
H (1.105, 2.977, -0.553)  -0.115
H (-1.846, 1.450, -0.689)  0.037
H (-1.306, 1.859, 0.915)  0.023
H (-2.652, -0.203, 0.709)  0.056
H (-1.432, -0.929, -1.493)  0.071
H (-0.360, -1.816, -0.356)  0.039
H (-2.087, -2.095, -0.365)  0.063

Cartesian forces, eV/Å:
0.235 0.451 0.274
0.139 -0.507 -1.086
0.479 0.319 -0.482
0.421 -0.336 0.248
-0.601 0.497 -0.679
-0.429 -0.521 0.382
-0.037 -0.040 -0.031
-1.008 0.116 0.417
0.967 -0.308 -0.487
-0.658 0.303 1.236
-0.168 -0.169 0.033
-0.027 -0.022 0.085
0.032 -0.023 -0.102
0.117 0.060 0.023
0.020 -0.115 0.339
0.237 0.158 -0.016
0.196 0.249 -0.170
0.088 -0.111 0.016

## Properties
DFT total energy, hartree: -4695.8506
Highest occupied orbital energy, Eh: -0.143
LUMO, eV: 3.279
Gap between HOMO and LUMO, eV: 7.1801
Charge: -1

(2)
Computed, not measured: 2 unconnected molecules or ions with the total composition C5H11BrO at a distorted geometry, with ωB97M-V/def2-TZVPD.

Each line ends with the Löwdin charge.
Element x y z (Å)
C (-1.623, -0.668, 0.222)  -0.088
C (0.555, -1.361, 1.099)  -0.103
C (0.265, 1.858, -1.146)  -0.161
C (-0.113, -0.509, 0.044)  -0.483
C (0.349, 0.996, 0.010)  -0.689
O (2.499, 0.529, 0.071)  -0.275
Br (0.205, 1.923, 1.592)  0.877
H (-2.293, -0.318, -0.652)  0.109
H (-1.824, -1.718, 0.350)  0.069
H (-1.967, -0.107, 1.108)  0.070
H (1.665, -1.127, 1.226)  0.095
H (-0.207, -1.163, 1.915)  0.078
H (0.274, -2.443, 0.977)  0.093
H (-0.600, 2.505, -1.133)  0.078
H (0.400, 1.317, -2.133)  0.118
H (1.135, 2.591, -1.130)  0.107
H (0.330, -0.731, -0.919)  0.125
H (2.675, 1.475, 0.326)  -0.019

Cartesian forces, eV/Å:
-1.194 1.255 -1.743
-0.991 -0.168 1.324
2.013 0.887 -2.479
1.093 1.643 -1.189
2.550 -2.915 1.427
-2.838 2.145 0.011
-0.193 0.495 1.114
1.262 -0.411 1.175
-0.200 -0.357 0.158
0.220 -0.334 -0.228
-1.850 -0.424 0.194
1.927 0.070 0.504
0.862 0.843 -0.607
-0.566 -0.131 -0.057
-0.496 0.429 1.229
-0.976 -0.867 0.133
-0.629 -0.812 -0.640
0.008 -1.345 -0.328

## Properties
DFT total energy, hartree: -2846.2376
Highest occupied orbital energy (spin up / spin down), Eh: -0.347 / -0.347
LUMO (spin up / spin down), eV: -0.270 / -0.270
Gap between HOMO and LUMO (spin up / spin down), eV: 9.1791 / 9.1785
Energy above the lowest of the compared OMol25 structures with the same formula, charge and spin, eV: 3.3620

(3)
Computed, not measured: 2 unconnected molecules or ions with the total composition C5H11BrO2 at a distorted geometry, with ωB97M-V/def2-TZVPD.

Each line ends with the Löwdin charge.
Element x y z (Å)
C (-1.530, -1.857, 0.697)  -0.054
C (-0.408, -0.720, -1.429)  -0.058
C (0.984, 2.202, 0.742)  -0.384
C (0.186, 1.082, 1.326)  -0.623
C (-0.410, -1.385, -0.151)  -0.431
O (2.085, 2.578, 1.591)  -0.067
O (0.874, -1.717, 0.246)  -0.027
Br (-1.430, 1.504, 2.137)  0.711
H (-2.385, -2.089, 0.147)  0.050
H (-1.237, -2.765, 1.347)  0.122
H (-1.800, -0.907, 1.175)  0.007
H (0.305, -1.153, -2.121)  0.080
H (-1.499, -0.918, -1.877)  0.137
H (-0.174, 0.314, -1.300)  0.049
H (0.439, 3.167, 0.229)  0.159
H (1.421, 1.810, -0.242)  0.111
H (0.808, 0.508, 2.001)  0.043
H (2.161, 3.496, 1.522)  0.042
H (0.945, -2.095, 1.176)  0.134

Cartesian forces, eV/Å:
1.592 0.107 0.716
-3.144 -0.978 -1.738
0.115 1.239 -3.439
0.520 0.742 0.182
1.960 -0.738 2.169
-0.994 -2.061 -0.123
0.277 -0.937 1.277
-0.727 0.213 0.292
-1.374 -0.720 -1.149
-0.513 1.781 -0.687
-0.349 -0.637 1.188
0.232 -0.218 -0.138
2.321 0.971 0.635
-0.157 0.864 -0.389
0.650 -2.208 2.024
-0.146 -0.001 1.164
-0.033 -0.389 -0.146
0.350 2.191 0.004
-0.580 0.778 -1.841

## Properties
DFT total energy, hartree: -2921.4203
Highest occupied orbital energy (spin up / spin down), Eh: -0.298 / -0.229
LUMO (spin up / spin down), eV: 0.753 / -0.304
Gap between HOMO and LUMO (spin up / spin down), eV: 8.8680 / 5.9219
Energy above the lowest of the compared OMol25 structures with the same formula, charge and spin, eV: 3.9739